1.
# C4H9IN2

2 unconnected molecules or ions with the total composition C4H9IN2 in a non-equilibrium geometry (ωB97M-V/def2-TZVPD, OMol25).

Output
Lowest unoccupied orbital energy, Ha: 0.022
Energy, eV: -15371.2125
Kohn-Sham gap, eV: 8.47
Highest occupied orbital energy, eV: -7.88
Relative energy (zero: lowest compared OMol25 entry of this formula, charge and spin), kcal per mole: 31.1

Each line ends with the natural charge from an NBO analysis.
Atoms and positions in Å:
C 0.23809 0.38449 0.43670  -0.525
C 3.17154 1.93043 1.04014  -0.415
C -0.61755 -0.38755 -0.10700  -0.010
C 3.10742 0.63022 0.85083  -0.341
N -1.45177 -2.52324 -0.76183  -0.650
N -0.61101 -1.72106 0.08200  -0.468
I 3.00722 -0.79291 2.36080  0.129
H 0.54156 1.38871 0.14675  0.205
H 0.77916 0.16292 1.29182  0.180
H 3.26233 2.33674 1.99700  0.199
H 3.29848 2.68596 0.29028  0.213
H -1.17749 -0.01752 -0.93855  0.189
H 3.17096 0.13420 -0.11795  0.220
H -2.42082 -2.31204 -0.72236  0.343
H -1.10924 -2.35078 -1.76075  0.343
H -0.16384 -2.11754 0.90233  0.389

2.
# C66H176N12O21

16 unconnected molecules or ions with the total composition C66H176N12O21 in a non-equilibrium geometry (ωB97M-V/def2-TZVPD, OMol25).

Output
Lowest unoccupied orbital energy, Ha: 0.015
Energy, eV: -132155.0315
Kohn-Sham gap, eV: 8.94
Highest occupied orbital energy, eV: -8.52
Relative energy (zero: lowest compared OMol25 entry of this formula, charge and spin), kcal per mole: 101.1

Each line ends with the Mulliken charge.
Atoms and positions in Å:
C 1.62044 9.24002 1.49034  -1.223
C 0.30799 9.40288 0.73009  0.327
C -0.66046 8.14626 0.94184  -0.365
O -0.06625 6.90675 0.42653  -0.438
C -0.32080 5.70152 1.21678  -0.227
N -0.44472 10.56156 1.06951  -0.683
H 1.82983 8.21318 1.19062  0.263
H 1.58574 9.35626 2.57357  0.296
H 2.32100 9.93075 1.02106  0.369
H 0.51652 9.65289 -0.31015  0.311
H -1.64759 8.39046 0.54937  0.435
H -0.89384 7.89174 1.97569  0.000
H -0.18455 4.81938 0.59118  -0.300
H -1.30760 5.64997 1.67685  0.387
H 0.40155 5.59641 2.02626  0.366
H -0.60542 10.76303 2.04608  0.189
H -1.43303 10.41207 0.92457  0.220
C -0.44421 -4.14016 8.16319  -1.550
C 0.03565 -4.74033 6.79527  0.201
C -0.47040 -3.99441 5.55738  0.700
O -1.71866 -4.52111 5.24265  -0.390
C -2.48784 -3.66280 4.42469  0.086
N 1.45485 -4.63169 6.94926  -0.662
H -0.10394 -4.60647 9.08779  0.430
H -1.53286 -4.13690 8.21721  0.355
H -0.20427 -3.08455 8.29056  0.356
H -0.06827 -5.81865 6.67482  0.370
H 0.21187 -4.10357 4.71436  -0.177
H -0.50785 -2.96464 5.91275  -0.354
H -2.44730 -2.61437 4.72006  -0.092
H -3.51207 -3.92487 4.15939  0.382
H -2.06192 -3.51315 3.43258  -0.192
H 1.63313 -3.74655 7.40187  0.292
H 1.66005 -5.27247 7.70253  0.293
C -2.55316 -0.06596 -4.56359  -1.188
C -3.82530 -0.38515 -5.34939  0.245
C -5.06143 0.28531 -4.94476  -0.694
O -5.75924 -0.47651 -3.92691  -0.078
C -7.06362 0.05347 -3.82626  -0.860
N -3.43766 -0.04663 -6.68229  -0.506
H -2.72961 -0.11698 -3.48918  0.126
H -2.18880 0.95976 -4.62051  0.414
H -1.70831 -0.66072 -4.91086  0.423
H -4.03061 -1.45561 -5.35697  0.156
H -5.62663 0.27364 -5.87670  0.424
H -4.92416 1.34760 -4.74277  0.243
H -7.67277 -0.65378 -3.26337  0.285
H -7.70894 0.24528 -4.68351  0.406
H -7.08281 0.92651 -3.17394  0.144
H -4.25091 -0.23883 -7.24953  0.294
H -3.18602 0.93033 -6.73064  0.239
C -2.17345 -6.48178 -2.05872  -1.095
C -0.88888 -7.39841 -2.10334  0.495
C 0.41016 -6.57715 -2.31205  -0.549
O 0.57802 -6.19216 -3.66923  -0.482
C 0.37870 -4.81505 -3.89296  0.111
N -0.70926 -8.21244 -0.92390  -0.692
H -2.34602 -5.76151 -2.85843  0.379
H -2.20209 -5.83474 -1.18200  0.043
H -3.05568 -7.07484 -1.81777  0.376
H -0.94268 -8.12133 -2.91734  0.306
H 1.17665 -7.30526 -2.04663  0.569
H 0.56244 -5.75130 -1.61717  0.055
H 0.53533 -4.63803 -4.95702  0.346
H 1.26036 -4.33573 -3.46749  -0.119
H -0.50961 -4.33703 -3.48002  -0.075
H -1.54651 -8.66987 -0.59243  0.287
H -0.36798 -7.69187 -0.12851  -0.021
C 5.83402 0.16584 -0.70323  -0.884
C 5.11144 -1.19187 -0.94193  2.237
C 5.15723 -1.68800 -2.38940  -1.492
O 4.16250 -2.67180 -2.67312  -0.157
C 4.66061 -4.01555 -2.49268  -0.933
N 5.70228 -2.12017 -0.03272  -0.832
H 5.42219 0.93697 -1.35428  -0.649
H 6.84207 -0.14029 -0.98294  0.617
H 5.81290 0.44984 0.34890  0.421
H 4.09837 -1.07890 -0.55589  -0.815
H 6.12651 -2.07489 -2.70391  0.535
H 4.99080 -0.80229 -3.00253  0.251
H 5.11202 -4.13534 -1.50780  0.297
H 5.45615 -4.19651 -3.21551  0.359
H 3.91296 -4.80593 -2.55906  0.252
H 5.73962 -1.66543 0.86833  0.394
H 4.94166 -2.76032 0.14550  -0.228
C -3.96303 -1.60179 0.48029  -0.954
C -4.67510 -2.73622 -0.28280  0.689
C -4.03544 -3.18669 -1.59737  0.770
O -4.64228 -4.43452 -2.03484  -0.319
C -5.88060 -4.22584 -2.75609  -0.701
N -4.63668 -3.83914 0.65718  -0.451
H -3.04801 -1.97986 0.93626  -0.015
H -4.67813 -1.23405 1.21615  0.577
H -3.98465 -0.75464 -0.20524  -0.266
H -5.68414 -2.37491 -0.48127  0.195
H -2.96090 -3.23398 -1.42063  -0.392
H -4.08911 -2.36277 -2.30896  -0.291
H -5.96057 -3.24452 -3.22378  0.144
H -6.61179 -4.29197 -1.95044  0.322
H -5.96795 -5.04635 -3.46829  0.245
H -5.02828 -4.71005 0.32813  0.276
H -5.17930 -3.66114 1.49024  0.234
C -1.23250 1.07281 -9.78250  -1.350
C -0.42910 1.93779 -8.80259  0.316
C 0.43582 1.24402 -7.60946  0.023
O 1.54177 2.10589 -7.28342  -0.450
C 2.49376 1.62316 -6.33776  -0.008
N 0.40776 2.86040 -9.52201  -0.855
H -0.57071 0.55697 -10.47823  0.380
H -1.97519 1.58346 -10.39548  0.352
H -1.72991 0.30265 -9.19298  0.308
H -1.11146 2.70102 -8.42846  0.177
H 0.88013 0.35636 -8.05974  0.162
H -0.12715 0.88583 -6.74756  0.169
H 3.39793 2.16398 -6.61723  0.196
H 2.66056 0.54683 -6.29518  0.137
H 2.30191 1.85598 -5.29034  -0.224
H 1.00651 2.37618 -10.17557  0.263
H 0.97331 3.05946 -8.70922  0.388
C 2.95972 1.98291 1.86989  -0.803
C 3.19826 0.56410 2.43897  0.713
O 3.04964 0.69469 3.83069  -0.563
H 3.61204 2.84271 2.02259  0.514
H 1.93977 2.30871 2.07400  -0.084
H 2.88310 1.79244 0.79941  -0.052
H 4.22778 0.28614 2.21329  0.562
H 2.61913 -0.16308 1.86982  -0.687
H 3.31642 -0.15649 4.18555  0.350
C 4.46300 -4.60558 2.02498  -1.381
C 3.12603 -4.38144 1.36418  0.240
O 3.01129 -3.08324 0.76825  0.747
H 4.79085 -3.70453 2.54338  0.295
H 5.08755 -4.85177 1.16624  0.318
H 4.40682 -5.41557 2.75221  0.272
H 2.38557 -4.66614 2.11169  -0.095
H 2.89814 -5.17628 0.65398  0.170
H 2.07338 -3.05473 0.56552  -0.695
C -1.89182 -0.41139 6.89522  -0.863
C -1.26097 0.99999 6.56465  0.313
O -0.32166 0.71759 5.50793  -0.327
H -2.50737 -0.89695 6.13798  0.067
H -2.49965 -0.24847 7.78522  0.487
H -1.07006 -1.07210 7.17139  0.039
H -0.85489 1.49918 7.44442  0.406
H -2.04530 1.66051 6.19499  -0.281
H 0.16502 1.50821 5.26373  0.162
C 2.65621 -3.08300 -7.29577  -0.831
C 3.36602 -3.55593 -5.97740  -0.026
O 3.15162 -2.54696 -5.02787  0.094
H 3.32743 -3.24898 -8.13839  0.382
H 2.39348 -2.02530 -7.31373  -0.117
H 1.70768 -3.58244 -7.49316  0.309
H 4.35388 -3.92170 -6.25746  0.306
H 2.82816 -4.40498 -5.55558  0.156
H 3.47946 -2.91510 -4.20411  0.095
C -2.78901 11.84156 3.42240  -0.864
O -3.13412 10.69239 2.68616  -0.198
C -4.50914 10.27259 2.98944  -0.607
C -4.76746 9.67579 4.35649  -0.694
N -4.33301 8.23807 4.47672  -0.288
C -2.89907 7.98840 4.24586  -0.523
C -2.36078 6.67489 4.83885  -0.899
O -2.95217 5.65908 4.20281  -0.169
C -2.59556 4.41398 4.76019  -0.566
H -1.72639 12.08405 3.43442  0.331
H -3.10445 11.83075 4.46571  0.309
H -3.32733 12.69338 3.00683  0.329
H -4.82859 9.53533 2.25288  0.344
H -5.16127 11.14577 2.96988  0.406
H -5.82685 9.63300 4.60936  0.420
H -4.29078 10.34909 5.06892  0.280
H -4.85477 7.50348 4.02038  0.226
H -2.41528 8.86359 4.67954  0.365
H -2.80653 7.92591 3.16160  0.323
H -2.43428 6.58588 5.92272  0.519
H -1.28076 6.60946 4.70709  0.375
H -2.99621 4.26635 5.76307  0.507
H -1.57631 4.11773 4.51231  0.449
H -3.18557 3.59381 4.35116  -0.344
C -0.91766 -5.76198 1.76775  0.218
O -0.64375 -7.23284 1.82567  -0.493
C 0.63561 -7.70767 2.13351  -0.482
C 1.14477 -7.29944 3.47974  -0.172
N 2.32648 -7.96432 3.86525  -0.319
C 2.48199 -7.75637 5.28937  -0.271
C 3.84104 -8.13884 5.87361  -0.913
O 3.92489 -9.54607 6.06665  -0.340
C 5.24901 -10.03101 6.30364  -0.759
H -1.97593 -5.50531 1.81539  0.214
H -0.41798 -5.18086 0.99269  0.187
H -0.56390 -5.45886 2.75317  -0.393
H 1.25809 -7.48369 1.26723  0.312
H 0.50412 -8.78511 2.23320  0.364
H 0.35946 -7.58078 4.18133  0.344
H 1.25703 -6.21891 3.56898  -0.098
H 2.40039 -8.93326 3.58992  0.283
H 1.67658 -8.17717 5.89132  0.379
H 2.40635 -6.67804 5.42933  0.230
H 3.89064 -7.68319 6.86255  0.349
H 4.64388 -7.69692 5.28346  0.420
H 5.85250 -9.29852 6.83970  0.325
H 5.78355 -10.19707 5.36834  0.289
H 5.26025 -10.98825 6.82483  0.242
C -5.26435 2.14104 4.79404  -1.056
O -4.76638 1.79540 3.48702  0.013
C -5.74556 2.09980 2.49652  -0.926
C -5.08142 2.51383 1.22515  0.345
N -5.97412 2.28846 -0.01626  -0.351
C -5.50664 2.95245 -1.28158  -1.422
C -4.20941 2.40261 -1.80069  0.153
O -3.10734 2.83556 -0.92310  -0.186
C -1.83389 2.56005 -1.46364  -0.183
H -4.54989 1.87232 5.57214  0.251
H -6.26076 1.80195 5.07740  0.411
H -5.34617 3.21064 4.98740  0.341
H -6.47090 2.87358 2.74802  0.396
H -6.35662 1.20294 2.39477  0.320
H -4.15654 1.94799 1.11316  -0.411
H -4.64477 3.51148 1.27109  0.330
H -5.91678 1.28698 -0.13386  0.350
H -5.67739 4.01565 -1.11260  0.383
H -6.15726 2.74653 -2.13152  0.296
H -3.98200 2.85111 -2.76776  0.534
H -4.29909 1.32444 -1.93339  0.086
H -1.49611 1.54128 -1.27362  0.196
H -1.22039 3.26681 -0.90489  -0.451
H -1.84067 2.81082 -2.52439  0.569
C -1.11616 2.22286 2.29846  0.109
O -0.35472 1.18441 1.74693  0.588
C -1.10770 -0.06235 1.65734  0.326
C -0.10516 -1.23962 1.77708  -1.091
N 0.67058 -1.45561 0.55287  1.989
C -0.13831 -1.97189 -0.48826  1.258
C 0.38807 -1.69331 -1.86264  -0.294
O 0.38564 -0.33066 -2.19201  0.342
C 1.11228 -0.14263 -3.40355  -0.332
H -1.29711 2.09876 3.36614  0.028
H -2.02107 2.49731 1.75630  -0.187
H -0.47816 3.09545 2.15834  -0.261
H -1.68038 -0.06845 0.72992  -0.691
H -1.74955 -0.20825 2.52616  0.739
H -0.64207 -2.13055 2.10277  -0.592
H 0.61803 -1.20750 2.59198  0.313
H 1.21845 -0.64670 0.29674  -0.531
H -1.11458 -1.49157 -0.42274  -0.208
H -0.17314 -3.04146 -0.28113  -1.128
H -0.15151 -2.25517 -2.62505  0.192
H 1.39899 -2.10030 -1.84001  -0.379
H 0.78671 -0.79926 -4.21035  0.220
H 2.17494 -0.36898 -3.31630  -0.132
H 0.98208 0.86752 -3.79182  0.061
C 10.26059 4.85718 -3.70897  -0.695
O 9.36885 4.03199 -4.36898  -0.337
C 8.25510 3.66698 -3.56758  -0.300
C 7.33685 2.57189 -4.21579  -0.916
N 5.97909 2.31177 -3.67961  0.152
C 5.05025 3.37512 -4.03608  -1.010
C 3.66107 3.10956 -3.28907  -0.153
O 3.75673 3.42178 -1.89506  -0.432
C 2.53950 3.69229 -1.18488  -0.924
H 9.83740 5.86134 -3.68310  0.275
H 11.25769 4.97084 -4.13438  0.266
H 10.45799 4.43690 -2.72281  0.295
H 7.65011 4.51201 -3.23891  0.363
H 8.61565 3.29366 -2.60907  0.294
H 7.92935 1.66133 -4.12665  0.298
H 7.21832 2.82691 -5.26889  0.394
H 5.94060 2.17169 -2.68011  0.032
H 5.02584 3.38004 -5.12579  0.502
H 5.29127 4.40332 -3.76621  0.268
H 3.37457 2.05789 -3.28594  -0.229
H 2.83305 3.61528 -3.78580  0.816
H 2.00540 4.47273 -1.72688  0.623
H 2.82226 3.78231 -0.13606  0.315
H 1.75830 2.93330 -1.22695  0.236

3.
# CH2N2O2

A single CH2N2O2 molecule in a non-equilibrium geometry (ωB97M-V/def2-TZVPD, OMol25).

Output
Lowest unoccupied orbital energy, Ha: -0.027
Energy, eV: -8140.6162
Kohn-Sham gap, eV: 9.55
Highest occupied orbital energy, eV: -10.29
Relative energy (zero: lowest compared OMol25 entry of this formula, charge and spin), kcal per mole: 109.6

Each line ends with the natural charge from an NBO analysis.
Atoms and positions in Å:
C -0.57453 -0.38718 -0.15451  0.392
N 1.70241 -0.21323 0.32320  0.400
N -0.74529 0.75618 0.29533  -0.712
O 0.59766 -0.90418 -0.28860  -0.410
O 1.93471 0.88330 -0.11845  -0.190
H -1.23801 -1.15279 -0.55102  0.160
H -1.67695 1.01790 0.49405  0.360

4.
# C3H6NO4

2 unconnected molecules or ions with the total composition C3H6NO4 in a non-equilibrium geometry (ωB97M-V/def2-TZVPD, OMol25).

Output
Charge: -1
Lowest unoccupied orbital energy, Ha: 0.142
Energy, eV: -12889.7690
Kohn-Sham gap, eV: 8.41
Highest occupied orbital energy, eV: -4.53
Relative energy (zero: lowest compared OMol25 entry of this formula, charge and spin), kcal per mole: 53.1

Each line ends with the natural charge from an NBO analysis.
Atoms and positions in Å:
C -1.30194 0.23792 1.21526  0.544
N -0.52238 -0.94845 0.92795  -0.674
C 0.95223 -0.62646 0.64895  -0.354
C 1.39846 -0.66585 -0.82205  0.730
O 2.65751 -0.72398 -0.95275  -0.770
O 0.57628 -0.58093 -1.78627  -0.814
O -0.73376 1.11207 1.72157  -0.606
H -2.36169 0.41777 0.85547  0.126
H -0.88379 -1.51196 0.16496  0.381
H 1.23098 0.35158 1.09148  0.240
H 1.55634 -1.55893 1.04195  0.207
H -0.38002 2.12814 -1.08218  0.477
H -0.98053 0.75197 -1.63440  0.503
O -1.20768 1.61710 -1.38992  -0.988